No. 1
Formula: C9H24KO11
Source: the Open Molecules 2025 dataset
Level of theory: ωB97M-V with the def2-TZVPD basis set

```
! wB97M-V def2-TZVPD RIJCOSX def2/J DEFGRID3
* xyz 0 2
H 1.459 2.867 1.330
H 3.646 -2.334 -2.478
C 2.552 -0.552 -2.182
H 2.015 -3.387 -1.937
H -1.250 0.819 -0.588
H 0.239 1.559 0.980
C -2.045 0.711 2.836
O -3.419 -1.706 -2.154
H -1.003 -0.734 5.112
C 2.237 0.892 1.615
H 3.240 0.802 1.197
H -1.240 2.409 -0.989
C -0.833 0.840 -2.643
C 3.098 -1.842 -1.675
O -2.960 1.365 -1.675
H -1.566 -1.073 -2.566
H 2.339 -0.829 2.324
O -1.656 -0.031 5.097
O -2.366 -3.332 -1.211
H -2.198 1.624 2.261
H 2.353 1.236 2.642
H -1.101 1.891 4.541
H 1.864 -0.130 -1.450
H -0.185 0.559 3.705
O 1.500 1.831 -0.430
O 1.935 -0.652 -3.499
H 1.036 -0.980 -3.424
H 0.175 1.255 -2.626
H -3.173 0.431 -1.743
O -3.193 -1.750 -0.022
H -3.027 0.430 3.217
H 3.837 -1.640 -0.899
H -1.231 1.193 -3.594
C -3.013 -2.251 -1.143
C 1.280 1.874 0.917
K -0.245 -1.819 0.251
O -0.737 -0.592 -2.622
H -2.286 -0.640 1.534
O 2.074 -2.700 -1.270
H 0.998 2.545 -0.830
C -1.556 1.457 -1.417
O 1.741 -0.443 1.680
C -1.135 0.881 4.131
H 3.348 0.184 -2.303
O -1.550 -0.236 2.000
*
```

Computed properties:
<S²>: 0.7587
Lowest unoccupied orbital energy (spin up / spin down), eV: -0.40 / -1.67
F_max, hartree/bohr: 0.066
Orbital gap (spin up / spin down), eV: 9.541 / 8.258
Highest occupied orbital energy (spin up / spin down), Ha: -0.3655 / -0.3650



No. 2
Formula: C9H24LiO13PS3
Source: the Open Molecules 2025 dataset
Level of theory: ωB97M-V with the def2-TZVPD basis set

```
! wB97M-V def2-TZVPD RIJCOSX def2/J DEFGRID3
* xyz -2 1
H -1.444 -5.877 -1.460
O 1.935 -1.935 -0.850
O 3.219 0.197 -1.669
H 1.134 3.834 -0.231
C 2.906 -0.200 0.930
S -2.449 -1.162 -0.827
H 2.155 -0.507 1.658
O -1.326 2.803 0.651
O -0.875 5.278 -0.268
C 2.874 -2.752 -1.388
H -4.382 -2.864 0.011
C 1.121 4.193 -1.260
P 0.110 0.910 3.603
Li -0.432 0.655 1.213
H 3.020 0.854 1.179
H -1.475 -3.469 -2.260
H 3.829 -0.773 1.020
H 2.806 -4.811 -2.167
H -0.275 -4.883 -0.389
C -0.312 4.720 -1.433
C -4.111 -1.809 -0.035
H 0.326 5.645 2.201
O 0.851 1.667 2.425
C -1.284 -5.054 -0.764
H -0.334 5.614 -2.056
H 1.348 -3.819 -2.380
H 1.334 3.442 -2.022
C 2.166 -4.062 -1.701
O -0.810 1.910 4.347
S -1.286 4.231 1.041
O -1.529 -2.558 -0.513
O -1.972 -0.035 -0.027
H -2.939 -3.968 -1.262
H -0.402 4.367 3.261
H 1.777 -4.543 -0.804
O -2.526 4.792 1.565
C 0.094 4.586 2.316
H 3.204 -2.372 -2.355
H 3.737 -2.990 -0.766
H -0.870 3.906 -1.894
O -0.756 -0.202 2.917
O 1.249 0.450 4.423
C -1.881 -3.708 -1.277
H 1.001 4.034 2.070
H -4.837 -1.299 -0.668
H -4.117 -1.354 0.956
O 0.919 0.436 -0.855
H -1.849 -5.261 0.145
S 2.197 -0.292 -0.754
O -2.645 -1.003 -2.269
H 1.805 5.039 -1.324
*
```

Computed properties:
Lowest unoccupied orbital energy, eV: 3.74
F_max, hartree/bohr: 0.073
Orbital gap, eV: 2.400
Highest occupied orbital energy, Ha: 0.0494



No. 3
Formula: C9H24N4O6
Source: the Open Molecules 2025 dataset
Level of theory: ωB97M-V with the def2-TZVPD basis set

```
! wB97M-V def2-TZVPD RIJCOSX def2/J DEFGRID3
* xyz 2 1
H 5.477 3.455 1.705
H -4.420 -3.565 1.771
C -3.228 -4.292 3.421
O 1.879 -1.535 1.567
N -3.751 -4.291 1.980
C 4.589 2.917 1.373
H -1.794 -3.360 4.705
H -0.208 2.978 -3.719
O 1.433 -0.427 -0.114
O -3.904 -4.768 4.260
H 0.110 2.469 -5.330
O 2.442 4.512 2.765
C -1.421 1.247 -4.347
O -2.423 1.686 -4.897
H 3.794 4.244 -0.099
H -2.344 -1.500 -4.615
H -1.177 -4.099 3.185
H -0.714 0.030 -2.838
H -0.788 -0.969 -5.367
H 4.997 6.168 2.049
H 3.693 6.816 0.947
C -1.296 -1.253 -4.445
H 4.800 2.165 0.612
C 3.195 4.916 1.873
N 3.536 3.885 0.809
H -0.729 -2.101 -4.060
H -3.683 -6.453 1.695
C -1.953 -3.480 3.634
N -1.420 -0.036 -3.557
H -1.846 -2.469 3.239
C -4.436 -5.674 1.583
H -5.434 -5.762 2.014
H -2.228 -0.064 -2.951
H 4.218 2.311 2.200
H 0.719 1.383 -4.224
H 3.401 6.860 2.592
H -4.557 -5.668 0.500
H -2.920 -4.244 1.408
H 2.677 3.396 0.598
N 1.235 -1.413 0.535
O 0.659 -2.358 0.020
C 3.928 6.257 1.852
C -0.108 2.084 -4.334
*
```

Computed properties:
ΔE to the lowest compared entry with this formula, charge and spin, eV: 3.777
Lowest unoccupied orbital energy, eV: -5.45
F_max, hartree/bohr: 0.106
Orbital gap, eV: 6.076
Highest occupied orbital energy, Ha: -0.4234



No. 4
Formula: C9H25BNO8P2
Source: the Open Molecules 2025 dataset
Level of theory: ωB97M-V with the def2-TZVPD basis set

```
! wB97M-V def2-TZVPD RIJCOSX def2/J DEFGRID3
* xyz -1 1
O 1.869 0.812 0.378
H -1.267 -1.917 1.627
H -3.370 -0.951 1.752
N 3.540 4.369 -2.354
H 0.914 2.173 -1.481
H -1.432 -3.232 -2.880
C 3.028 -1.090 1.513
H 3.491 -0.253 -0.515
H -3.676 -0.158 3.347
C 0.180 -0.912 -0.713
C -1.605 -0.031 2.629
P -1.281 -3.852 -0.459
H 2.473 -1.971 1.141
H -1.456 -0.565 3.596
H -1.194 0.995 2.742
O -2.204 -1.050 -0.656
H -2.750 2.499 2.818
C -3.647 1.264 1.653
O -1.194 -5.238 -1.100
C -0.888 -0.879 1.525
H -2.321 -3.835 0.542
C 3.185 3.361 -3.385
H -1.177 0.674 -0.168
H -2.928 1.482 0.842
H 3.842 0.789 0.874
O -0.028 -1.605 -1.937
O 2.693 4.662 -1.541
H 0.193 -0.883 1.770
C -1.163 -0.412 0.066
C -3.167 -0.046 2.367
O -3.669 2.336 2.602
O 1.064 1.299 -1.862
H -0.074 -3.574 0.289
B 1.075 0.427 -0.739
H 0.828 -1.610 -0.131
H 4.047 -1.429 1.782
H 3.873 2.527 -3.279
C 3.086 0.080 0.464
H 2.164 3.040 -3.220
H -3.032 -2.745 -1.876
H 2.471 -0.674 2.378
H -4.654 1.059 1.244
H -2.114 -1.403 -3.010
O 4.659 4.831 -2.399
P -1.676 -2.202 -1.878
H 3.291 3.837 -4.357
*
```

Computed properties:
Lowest unoccupied orbital energy, eV: 1.97
F_max, hartree/bohr: 0.074
Orbital gap, eV: 6.303
Highest occupied orbital energy, Ha: -0.1593



No. 5
Formula: C9H25N5
Source: the Open Molecules 2025 dataset
Level of theory: ωB97M-V with the def2-TZVPD basis set

```
! wB97M-V def2-TZVPD RIJCOSX def2/J DEFGRID3
* xyz 2 1
H -2.930 3.788 5.519
C -2.894 2.149 4.240
H -1.827 -0.781 -0.681
H 1.080 0.465 -2.285
H -2.811 4.354 4.021
N -3.425 1.402 5.073
H 2.773 -3.279 -1.394
C -2.785 1.038 1.668
H 0.865 -1.036 -3.175
H -3.938 0.571 4.701
N -1.728 1.443 0.993
H -1.508 3.576 4.811
H -1.097 -0.356 1.389
H -3.724 1.757 6.023
H 2.217 -2.989 -3.007
C -1.007 -0.132 -0.696
H -1.336 -2.380 -1.441
H 3.811 0.158 -4.507
C 1.088 -0.660 -2.180
H -1.621 2.366 0.617
C 3.662 -0.603 -2.476
H -2.737 0.067 2.309
H 3.685 0.471 -2.407
H 0.983 -2.813 -1.879
H 0.305 0.615 0.776
H 2.692 -1.226 -0.719
H 3.055 -1.427 -4.409
N 0.145 -0.973 -1.126
C -2.513 3.531 4.578
H 4.733 -1.259 -4.164
C -0.739 0.455 0.745
H -3.624 1.755 1.718
N 2.175 -2.694 -2.022
N -0.246 -2.307 -1.243
H 4.516 -0.973 -1.909
C 2.415 -1.228 -1.776
H -1.165 0.672 -1.386
C 3.774 -0.833 -3.987
H -0.322 -2.683 -0.312
*
```

Computed properties:
ΔE to the lowest compared entry with this formula, charge and spin, eV: 1.901
Lowest unoccupied orbital energy (spin up / spin down), eV: -6.44 / -6.44
F_max, hartree/bohr: 0.100
Orbital gap (spin up / spin down), eV: 7.430 / 7.430
Highest occupied orbital energy (spin up / spin down), Ha: -0.5096 / -0.5097



No. 6
Formula: C9H26BrCdNO5
Source: the Open Molecules 2025 dataset
Level of theory: ωB97M-V with the def2-TZVPD basis set

```
! wB97M-V def2-TZVPD RIJCOSX def2/J DEFGRID3
* xyz 1 2
H -2.421 0.830 -0.098
H 1.999 1.342 0.012
H 1.332 -2.745 -0.357
H 0.764 -0.113 -4.450
H 3.381 0.256 -0.236
H 0.743 2.474 -1.579
H -3.517 0.487 3.019
H 1.998 -0.530 3.300
H -0.866 3.039 -1.618
C -0.251 2.244 -1.196
H 0.136 2.011 2.786
H -0.990 2.257 3.767
H 2.528 -0.953 -2.945
C 1.529 -0.891 -2.511
H -1.201 1.210 -3.449
C 2.419 0.576 -0.638
C -0.629 0.442 -2.929
O -0.213 -0.212 0.777
H -3.321 0.346 1.525
H 1.321 -1.884 3.276
H 2.013 -1.764 0.839
O -2.864 0.251 2.360
C 1.985 -1.880 -0.244
N -0.049 -0.285 -0.674
H 0.992 -1.818 -2.713
Cd -0.846 -0.479 3.079
H -2.660 -0.224 -1.451
O -0.518 1.557 3.317
O -1.454 -2.535 2.709
C 0.807 0.210 -3.410
Br -1.759 -0.590 5.570
H 2.964 -2.161 -0.634
H 2.693 1.150 -1.523
H -1.011 -3.297 3.083
O 1.143 -0.951 3.390
H -1.598 -2.767 1.792
H -1.145 -0.505 -3.086
C -2.266 0.754 -1.174
H 1.335 1.162 -3.352
H -2.920 1.361 -1.801
H -0.262 2.425 -0.121
C -0.743 0.810 -1.476
C 1.423 -0.608 -0.934
*
```

Computed properties:
<S²>: 0.7556
Lowest unoccupied orbital energy (spin up / spin down), eV: -3.15 / -4.82
F_max, hartree/bohr: 0.114
Orbital gap (spin up / spin down), eV: 8.059 / 6.384
Highest occupied orbital energy (spin up / spin down), Ha: -0.4119 / -0.4119